Here is a 7-piece molecular cluster, C23H40Cl12N4 overall in a non-equilibrium geometry from the OMol25 dataset. Energies are from ωB97M-V/def2-TZVPD.

Computed properties:
Highest occupied orbital energy (eV): -8.086
Electronic energy (Ha): -6641.5451
F_max (Eh/bohr): 0.062
Orbital gap (eV): 8.138
SMILES: ClC(Cl)(Cl)Cl.ClC(Cl)(Cl)Cl.ClC(Cl)(Cl)Cl.c1cc[nH]c1.c1cc[nH]c1.CCN(CC)CC.CCN(CC)CC

The geometry in ORCA input format:
```
! wB97M-V def2-TZVPD RIJCOSX def2/J DEFGRID3
* xyz 0 1
C -24.82745 6.74887 14.72242
C -23.53583 6.32266 14.06103
N -22.72462 5.35786 14.88476
C -21.47494 4.98673 14.08692
C -21.71054 4.15048 12.82821
C -22.41063 5.89863 16.15761
C -21.93765 4.68498 17.03497
H -24.72979 7.49212 15.51371
H -25.28303 5.78897 14.96561
H -25.36778 7.25805 13.92437
H -23.72396 5.77437 13.13795
H -22.80787 7.08959 13.79644
H -20.88480 5.88446 13.90276
H -20.87757 4.32056 14.70939
H -21.90584 4.83630 12.00382
H -20.84763 3.58666 12.47381
H -22.55347 3.48476 13.01362
H -23.28366 6.32270 16.65367
H -21.67521 6.68463 15.98596
H -22.20850 3.67216 16.73673
H -22.38857 4.93415 17.99554
H -20.86002 4.82773 17.11521
C -27.96520 -1.19828 11.86193
C -26.98853 -2.35250 12.18955
N -26.52568 -2.37507 13.56176
C -27.57468 -2.45088 14.54285
C -27.18802 -2.10155 16.01254
C -25.50181 -3.35018 13.79223
C -24.33969 -3.32683 12.79368
H -27.59179 -0.31112 12.37341
H -28.95392 -1.52719 12.18183
H -28.00618 -1.00464 10.79005
H -27.34288 -3.34377 11.90683
H -26.10849 -2.37236 11.54671
H -28.39864 -1.76255 14.35473
H -28.13149 -3.38085 14.42785
H -26.67579 -1.13962 16.03297
H -28.07935 -2.09617 16.63992
H -26.47069 -2.73965 16.52865
H -26.01095 -4.31390 13.80289
H -25.15471 -3.36867 14.82532
H -23.79111 -2.38638 12.74170
H -24.65425 -3.79920 11.86308
H -23.52359 -4.01256 13.02139
C -29.85052 1.80051 16.22376
Cl -30.50033 0.34176 15.50967
Cl -30.23961 1.75912 17.97364
Cl -28.14330 1.87417 15.90611
Cl -30.64654 3.17550 15.43199
C -22.59161 -3.33645 17.37309
Cl -24.16122 -2.64231 17.94129
Cl -21.91344 -2.59186 15.99827
Cl -21.29194 -3.33886 18.61725
Cl -22.77632 -5.06433 16.93088
C -18.31146 0.12985 16.30094
Cl -19.53022 0.71927 15.12046
Cl -16.65944 0.24563 15.70877
Cl -18.52951 1.11477 17.79399
Cl -18.65695 -1.57257 16.62745
N -24.97437 0.18541 14.03229
C -23.72706 0.04750 14.51366
C -23.25632 1.32142 14.86969
C -24.34024 2.16914 14.79837
C -25.39012 1.45423 14.21628
H -25.64001 -0.55284 13.85334
H -23.32969 -0.95294 14.42639
H -22.26823 1.48552 15.27361
H -24.26311 3.23071 14.98146
H -26.43810 1.62157 14.01590
N -22.12269 0.73845 11.30116
C -20.73056 0.75455 11.35316
C -20.25170 0.43708 10.13377
C -21.36364 0.20926 9.23723
C -22.45920 0.38457 10.02987
H -22.76351 1.03914 12.02161
H -20.21907 1.16331 12.21205
H -19.23358 0.40077 9.77530
H -21.21997 0.04467 8.17956
H -23.48400 0.52409 9.71890
*
```



Here is C23H40Cl3FeN4O3Si as an isolated structure in a non-equilibrium geometry from the OMol25 dataset. Energies are from ωB97M-V/def2-TZVPD.

Computed properties:
Highest occupied orbital energy (alpha / beta) (eV): -4.294 / -4.255
Electronic energy (Ha): -4279.1211
F_max (Eh/bohr): 0.059
Orbital gap (alpha / beta) (eV): 7.016 / 6.976
<S²>: 6.010

The geometry in ORCA input format:
```
! wB97M-V def2-TZVPD RIJCOSX def2/J DEFGRID3
* xyz -1 5
C 1.73702 3.83087 -0.53664
C 0.43695 3.65338 0.18183
H 1.96595 4.90189 -0.62107
H 1.69512 3.37877 -1.55015
H 2.56797 3.35302 0.01066
C -0.57818 4.53066 0.13313
C -0.58255 5.75883 -0.69176
H -1.45033 4.38984 0.76880
H -0.03467 5.63749 -1.63253
H -0.13474 6.58683 -0.12904
H -1.59876 6.08203 -0.92626
Fe 0.90525 -0.92287 0.08154
Cl 2.62157 -1.15590 1.41539
Cl -0.18006 -2.37559 -1.07344
H -0.10179 -7.10019 0.95515
H 2.70763 -7.00724 1.24966
C 0.14607 -6.35725 0.18710
C 2.57540 -6.23224 0.47073
N 1.29234 -5.56433 0.57247
H -0.70815 -5.69936 0.03443
C 1.12871 -4.58685 1.51928
O 0.08654 -4.38195 2.15747
H 3.38082 -5.49385 0.58182
H 2.05279 -3.99984 1.68467
H 0.40203 -6.87511 -0.73910
H 2.65165 -6.72277 -0.50810
H -0.98973 1.86326 -2.10671
H -2.93938 3.74291 -1.70540
C -1.80603 1.21011 -2.43392
C -3.52482 2.96510 -2.20887
N -3.03191 1.66100 -1.79095
H -1.57696 0.17531 -2.13639
C -3.83530 0.79574 -1.11533
O -3.49420 -0.32460 -0.73036
H -4.57485 3.06339 -1.90680
H -4.85797 1.21962 -0.95733
H -1.90361 1.30439 -3.52996
H -3.40157 3.08871 -3.29194
O 0.05804 1.40953 -0.04643
C 0.31113 2.31452 0.90347
C -2.12925 2.27093 1.52047
C -0.79884 2.24910 1.93528
H -2.32862 2.21025 0.44104
C -3.15620 2.39820 2.46786
H 1.28652 2.13053 1.39876
C -0.47050 2.19454 3.27961
H -4.18776 2.45351 2.11855
C -2.82987 2.41146 3.82808
C -1.48871 2.29342 4.23270
H 0.57022 2.09582 3.57694
H -3.63742 2.52184 4.56688
H -1.25827 2.27442 5.30068
Si 3.03944 -1.13359 -2.71393
Cl 1.83328 0.36742 -1.75421
C 1.99667 -1.83289 -4.08935
C 3.55671 -2.43530 -1.48841
C 4.51849 -0.15863 -3.30681
H 0.97282 -1.43995 -4.06550
H 1.89096 -2.91832 -3.96421
H 2.46789 -1.62434 -5.06973
H 4.25239 0.40445 -4.21652
H 5.33352 -0.84043 -3.59190
H 4.92307 0.52498 -2.54688
H 2.71531 -2.73137 -0.83708
H 4.41642 -2.13516 -0.85570
H 3.80718 -3.34101 -2.06631
N -1.88256 -1.10957 1.68005
C -2.39747 -1.25376 2.92109
C -1.33881 -1.20820 3.82294
C -0.18560 -1.06666 3.04307
N -0.52479 -0.98045 1.73488
H -2.39782 -1.01404 0.79417
H -3.45250 -1.39123 3.11464
H -1.38321 -1.25406 4.90247
H 0.84987 -1.04917 3.34726
*
```



Here is C23H40IrN2O7P4 as an isolated structure in a non-equilibrium geometry from the OMol25 dataset. Energies are from ωB97M-V/def2-TZVPD.

Computed properties:
Highest occupied orbital energy (alpha / beta) (eV): -2.906 / -5.672
Electronic energy (Ha): -3006.6714
F_max (Eh/bohr): 0.027
Orbital gap (alpha / beta) (eV): 5.233 / 6.084
<S²>: 6.030

The geometry in ORCA input format:
```
! wB97M-V def2-TZVPD RIJCOSX def2/J DEFGRID3
* xyz -1 5
Ir -1.21137 -0.63238 0.84096
O -2.38146 -2.39001 4.72504
P -1.17272 -2.41354 3.65442
O 0.08813 -2.79505 4.29585
O -1.25278 -1.07859 2.92109
O -1.68221 -3.60364 2.65179
P -2.31090 -3.39381 1.19012
O -3.41097 -2.18854 1.48611
O -3.06686 -4.57284 0.74716
O -1.24837 -2.77080 0.30705
H -3.19465 -2.15319 4.25092
H -4.25492 -2.50869 1.13147
C -2.12596 1.49180 -1.90808
P -1.07623 0.10667 -1.34825
C 0.59940 0.81290 -1.50571
N 0.79017 1.62760 -2.55589
C 1.99014 2.26624 -2.65287
C 2.24059 3.16892 -3.69005
C 3.45829 3.83275 -3.77802
C 4.45026 3.60773 -2.83392
C 4.22939 2.71573 -1.79170
C 3.01276 2.03686 -1.67524
N 2.80069 1.17138 -0.64513
C 1.60482 0.57108 -0.56559
P 1.32887 -0.46394 0.91683
C 1.87504 0.66929 2.24405
C 2.63653 -1.83694 0.95070
C 3.93444 -1.43071 0.25842
C 2.03719 -3.06246 0.25243
C 2.91110 -2.18162 2.41723
C -1.24734 -1.12685 -2.75639
C -1.23131 -0.42200 -4.11128
C -0.06976 -2.09915 -2.64724
C -2.56657 -1.88120 -2.56125
H -3.10817 1.12868 -2.21431
H -1.61594 1.98153 -2.73395
H -2.23786 2.18799 -1.07827
H 1.46148 3.34387 -4.42306
H 3.62128 4.53609 -4.58637
H 5.39867 4.12682 -2.90486
H 4.99240 2.52491 -1.04629
H 2.92988 0.90799 2.12682
H 1.67739 0.19545 3.20615
H 1.28345 1.58014 2.17641
H 3.79240 -1.31318 -0.81578
H 4.67738 -2.21778 0.42581
H 4.32714 -0.49083 0.64224
H 1.96073 -2.90314 -0.82428
H 1.04261 -3.28946 0.63581
H 2.67184 -3.93580 0.42583
H 3.44686 -1.37777 2.92353
H 3.53651 -3.07762 2.45728
H 1.99265 -2.39755 2.96709
H -0.37684 0.25062 -4.19157
H -2.14807 0.14584 -4.27876
H -1.15586 -1.17607 -4.90023
H 0.87360 -1.58769 -2.84561
H -0.18565 -2.91418 -3.36682
H -0.03847 -2.53259 -1.64776
H -3.41881 -1.19538 -2.54886
H -2.55061 -2.43661 -1.62436
H -2.71651 -2.59385 -3.37653
C -3.63731 1.27813 2.07744
C -2.30601 2.04232 2.05128
C -1.73564 2.11879 3.48388
C -2.56852 3.47229 1.55430
C -1.30274 1.37049 1.14969
H -4.38266 1.82525 2.66069
H -3.50435 0.29067 2.52278
H -4.01324 1.14911 1.05891
H -2.47872 2.53360 4.17154
H -0.85112 2.76024 3.50406
H -1.45350 1.12223 3.81892
H -3.21459 3.99798 2.26239
H -3.06457 3.45954 0.58077
H -1.63466 4.03014 1.45634
H -0.46923 2.00578 0.85269
*
```